No. 1
Entry from the Open Molecules 2025 dataset: C20H21CoN5OS3 as an isolated structure at a distorted geometry (ωB97M-V with the def2-TZVPD basis set).

```
51
Properties=species:S:1:pos:R:3:forces:R:3
Co -1.736322 0.060959 -1.207724 0.2659 -0.8439 -0.7643
C 2.524478 0.676059 -2.066524 0.0611 -0.1495 -0.0470
C 1.057778 0.909859 -1.869124 0.9665 0.5391 -0.1571
N 0.232078 -0.103441 -1.800224 -1.7872 -1.1075 0.1791
N 0.663578 -1.346641 -2.047324 2.0082 1.3934 -0.1383
C -0.208722 -2.283441 -2.146424 -1.6501 -1.0651 0.1058
S -1.912122 -2.142941 -1.977424 0.5094 0.4259 -0.0693
S 0.391278 -3.923541 -2.460324 0.1515 -0.2183 -0.1086
C 0.082178 -4.578941 -0.765724 -0.0869 0.2727 -0.3905
C 0.875578 -3.758341 0.197976 0.0217 -0.0798 0.1676
C 0.264178 -2.874541 1.078176 -0.0560 -0.2236 -0.0556
C 1.032578 -2.125641 1.952076 0.0950 0.1576 0.1267
C 2.412778 -2.231741 1.942676 -0.0339 0.1218 0.0262
C 3.028778 -3.078941 1.034476 -0.0149 -0.0903 -0.0418
C 2.264878 -3.836641 0.167376 -0.0963 0.0233 0.2171
C 0.538678 2.251259 -1.820124 -0.3149 -0.8088 0.1455
C 1.393478 3.352159 -1.636824 0.1645 0.5347 -0.0334
C 0.941178 4.646259 -1.715724 0.6440 -0.5396 0.1058
C -0.396922 4.901559 -2.032524 -0.6585 -0.3722 -0.1798
C -1.268922 3.864659 -2.219624 0.0136 0.3042 -0.0838
C -0.857322 2.512459 -2.087324 0.1055 0.1784 0.0443
O -1.729622 1.586959 -2.250224 -0.4310 0.9288 -0.5049
H 2.708278 -0.383041 -2.236024 0.0283 0.1454 0.0258
H 3.074878 0.985759 -1.177924 0.0138 0.0238 0.0751
H 2.904178 1.256059 -2.906424 -0.0334 0.0217 -0.0114
H 0.411078 -5.618241 -0.793624 -0.0124 0.0526 -0.0595
H -0.991722 -4.544641 -0.584424 0.0708 -0.0502 0.1017
H -0.816722 -2.798841 1.103276 -0.0685 -0.0310 -0.0390
H 0.551278 -1.465741 2.659176 -0.0479 0.0577 0.1037
H 3.006078 -1.664741 2.644876 0.0482 0.0653 0.0307
H 4.102678 -3.162441 1.011776 0.1719 -0.0068 0.0199
H 2.737078 -4.506741 -0.534924 0.0924 -0.0476 -0.0889
H 2.434678 3.177759 -1.423024 0.1453 -0.0481 0.0188
H 1.622278 5.465059 -1.558724 0.1226 0.1015 0.0415
H -0.734322 5.919759 -2.140524 -0.0976 0.1202 0.0141
H -2.303622 4.027159 -2.477724 -0.1047 0.0575 0.0141
C -0.749122 2.911559 2.774276 0.0629 -0.0665 0.0547
C -0.306022 1.448559 2.684076 0.0723 0.3196 0.0653
C -1.378422 0.611059 2.101476 -0.1662 -0.3744 0.1032
N -1.615422 0.487859 0.844676 0.7794 0.6185 0.9339
N -2.670022 -0.294341 0.536876 -1.1755 -0.4745 0.4291
C -3.266722 -0.812741 1.579076 0.4457 0.2315 0.4472
N -4.308922 -1.635141 1.504376 -0.2537 -0.1531 -0.1026
S -2.509422 -0.308541 3.081276 -0.0226 0.0879 -0.8060
H 0.037078 3.502059 3.234976 0.0413 0.0875 0.0394
H -1.647122 3.002959 3.379376 -0.0987 0.0823 0.0540
H -0.949822 3.313059 1.784276 -0.0423 0.0340 -0.0775
H -0.060122 1.076159 3.678576 0.1445 -0.0421 -0.0424
H 0.573178 1.375359 2.042576 0.0319 -0.1470 0.0696
H -4.701422 -1.825041 0.594276 -0.0223 -0.0767 0.1482
H -4.747322 -2.017341 2.324476 -0.0028 0.0298 -0.1065
```
Positions in Å, forces in eV/Å.

Computed properties:
Kohn-Sham gap (alpha / beta): 7.76 / 5.01 eV
E_LUMO (alpha / beta): -3.24 / -5.93 eV
2S+1: 5
Molar mass: 502.6 g/mol
Total charge: +1
<S²>: 6.06
DFT total energy: -100705.02563 eV

=====

No. 2
Entry from the Open Molecules 2025 dataset: a 3-piece molecular cluster, C20H21F16N2O2 overall at a distorted geometry (ωB97M-V with the def2-TZVPD basis set).

```
61
Properties=species:S:1:pos:R:3:forces:R:3
C 3.919917 2.806958 0.275302 -0.0416 -0.3192 0.5877
C 3.066924 1.622300 0.060371 -0.0906 -0.2797 -0.1548
N 1.839026 1.540952 0.416706 0.2320 0.3749 0.1010
C 1.168210 0.235305 0.168917 0.1561 0.0851 0.0855
C -0.204385 0.473711 -0.396914 -0.3862 -0.1600 0.0099
C -1.314298 0.480230 0.449965 -0.0544 0.2157 -1.0385
C -2.552675 0.741215 -0.126017 0.0279 -0.0643 0.2602
C -2.653061 0.978149 -1.494013 0.4839 -0.1010 0.4036
N -1.596256 0.973869 -2.307501 -0.0831 -0.0348 0.1879
C -0.415175 0.723801 -1.755064 0.1493 -0.0167 0.2582
C 2.221886 -0.493112 -0.691079 -0.1740 0.1243 0.3991
C 3.493140 0.363127 -0.588596 -0.0932 0.0778 -0.9086
H 3.848177 3.497872 -0.556792 0.0217 0.1104 -0.1882
H 3.629654 3.293524 1.201609 -0.0856 0.3159 -0.0167
H 4.942900 2.471583 0.398036 0.2367 0.0811 -0.1947
H 1.369741 2.327408 0.848733 -0.2138 -0.0689 0.1186
H 1.094072 -0.236664 1.145357 -0.2071 -0.0472 0.1466
H -1.203325 0.291548 1.502581 -0.0156 -0.1704 0.2318
H -3.444456 0.750773 0.481491 -0.0992 -0.0009 0.0501
H -3.618188 1.178065 -1.927522 -0.1409 0.0417 -0.2123
H 0.431954 0.720641 -2.427050 0.0482 0.0274 -0.2226
H 1.854616 -0.565728 -1.704699 0.2114 -0.0892 -0.2649
H 2.397686 -1.493483 -0.323570 -0.1001 -0.2306 0.0396
H 4.347158 -0.073260 -0.079492 0.0058 -0.1571 0.2345
H 3.848327 0.608657 -1.591889 0.2523 0.0862 -0.0216
C 1.867570 -1.899148 -6.492686 -0.2345 0.0384 -0.4267
C 2.894807 -1.474979 -5.427368 -0.3499 -0.0922 0.0637
C 3.896819 -2.515083 -4.914407 0.2057 0.0057 -0.0162
F 3.295541 -3.543534 -4.294602 -0.1896 -0.0014 -0.0038
F 4.704371 -1.902910 -4.007621 -0.0323 0.0026 -0.0034
F 2.252687 -0.899257 -4.380539 0.0666 0.0667 0.1146
F 3.671765 -0.516761 -6.002255 0.0363 0.0680 -0.1050
O 0.550003 -2.187158 -6.046571 0.3376 -0.0384 0.4384
C 0.167885 -3.439633 -5.630298 0.0358 0.1564 -0.2680
C -0.264102 -3.416972 -4.158933 -0.1276 0.0024 0.0210
F 0.748051 -2.949848 -3.393289 0.0908 -0.0341 0.1541
F -0.562259 -4.668618 -3.762089 0.0379 0.0003 0.0204
F 1.112544 -4.368299 -5.856178 0.0756 0.0928 0.0983
F -0.920829 -3.789135 -6.338973 -0.0690 -0.0596 -0.1038
H 1.736367 -1.015036 -7.114088 0.0316 0.0365 0.0240
H 2.262125 -2.679266 -7.142829 0.0697 -0.1423 0.1743
H 4.511387 -2.891456 -5.735871 -0.0073 0.0101 0.0109
H -1.135130 -2.772394 -4.026718 -0.0020 0.0007 -0.0659
C -3.963154 2.388986 6.317489 -0.0974 0.4860 0.2554
C -4.715139 1.050596 6.344449 0.0769 0.0402 -0.3356
C -4.094430 -0.097198 7.143324 -0.0792 -0.1438 0.1193
F -2.887061 -0.435411 6.638704 -0.0285 0.0306 0.0486
F -4.905728 -1.171951 7.053031 0.0615 0.0428 -0.0082
F -4.974690 0.646215 5.080700 0.0205 -0.0058 0.0810
F -5.904000 1.305850 6.953448 -0.0501 0.0329 0.0839
O -3.154025 2.649711 5.180566 -0.0239 -0.4520 -0.1747
C -1.849188 2.271094 5.119670 -0.1051 0.1395 0.2091
C -1.619528 1.266545 3.988498 -0.0679 -0.1622 -0.2392
F -2.363454 0.160803 4.153455 0.0906 0.0265 -0.0321
F -0.310147 0.893581 3.963220 0.0288 0.0575 -0.0373
F -1.381318 1.806044 6.287767 0.0193 -0.0167 -0.0230
F -1.118886 3.364078 4.793409 0.1328 0.0864 0.0078
H -4.742804 3.145592 6.259038 -0.0327 -0.0172 -0.0205
H -3.420770 2.566516 7.245838 0.0561 -0.1881 -0.0018
H -3.984831 0.179009 8.195532 0.0205 0.0008 -0.0213
H -1.872020 1.721985 3.028309 -0.0378 0.1295 0.0702
```
Positions in Å, forces in eV/Å.

Computed properties:
Kohn-Sham gap: 9.31 eV
E_LUMO: -3.61 eV
2S+1: 1
Molar mass: 625.4 g/mol
Total charge: +1
DFT total energy: -71629.77253 eV

=====

No. 3
Entry from the Open Molecules 2025 dataset: an isolated ion of composition C20H21F3IO3S and charge -1 at a distorted geometry (ωB97M-V with the def2-TZVPD basis set).

```
49
Properties=species:S:1:pos:R:3:forces:R:3
C -4.431378 -1.974416 0.859708 0.2242 0.0073 0.2676
C -3.215881 -1.146832 1.335879 -0.9178 0.6282 -0.7931
C -3.586581 -0.355727 2.588571 -0.8705 -0.2873 0.6015
C -1.949876 -1.953318 1.601235 -0.1482 0.3819 1.0861
C -0.836116 -1.313295 2.238101 0.1629 -1.0428 -1.3273
I -0.804066 -0.065016 3.930239 0.5662 0.2259 -0.1557
C 0.420409 -1.634954 1.737036 -0.1145 -0.3349 -0.0442
C 0.537050 -2.699714 0.836496 0.4708 -0.4870 0.0184
C -0.486766 -3.626723 0.684086 -0.4159 0.2757 0.3782
C -1.765281 -3.256430 1.112514 0.2869 -0.1072 -0.2198
O -3.003506 -0.289531 0.224287 -0.6451 -0.1640 0.9651
S -1.135808 0.348702 -0.392517 -0.1007 -1.6353 0.4970
C -1.988859 1.711180 -1.322018 0.4218 -0.6284 -0.1499
F -2.063082 2.890146 -0.615378 0.3596 -0.8212 -0.8783
F -1.240765 1.900340 -2.467551 -1.1774 0.8541 0.6117
F -3.253018 1.465346 -1.721486 0.9794 0.0312 0.2492
H -4.637441 -2.871305 1.438369 0.0556 -0.3298 0.2024
H -5.299491 -1.325539 0.978589 -0.0062 -0.0156 -0.2955
H -4.292325 -2.212164 -0.197470 -0.0460 -0.1045 0.1996
H -3.255616 -0.900190 3.488916 -0.2602 0.3951 -0.2631
H -3.157294 0.646661 2.546830 -0.0574 -0.2025 0.1031
H -4.679053 -0.270099 2.703476 0.2351 0.1682 -0.2915
H 1.295422 -1.057377 2.033820 -0.2542 -0.2241 -0.1127
H 1.448117 -2.883074 0.285430 0.3909 0.1074 0.3008
H -0.312451 -4.602609 0.223301 -0.0200 0.4034 0.0235
H -2.596720 -3.991808 1.066455 0.4078 0.9862 -0.4500
C 2.025862 5.181360 -2.080633 0.4249 0.3387 -0.1068
C 1.761808 4.103001 -1.074195 -0.3035 -0.2692 -0.3189
O 1.205906 2.920536 -1.694033 0.1465 0.2500 1.0724
C 0.925401 2.015770 -0.717721 0.1157 -1.1837 0.1396
C 0.683265 0.584822 -1.244105 -0.0139 1.5754 -1.2725
C 1.958023 -0.212617 -1.107432 0.4592 -0.5944 0.7778
C 2.724056 -0.068915 0.060154 -0.0090 -0.4897 0.2703
C 3.711495 -0.992594 0.410600 -0.2302 0.4837 -0.6502
C 4.152808 -1.922669 -0.514935 0.0401 -0.2892 -0.3086
C 3.622176 -1.906160 -1.810861 -0.2513 0.0166 0.2216
C 2.515657 -1.103120 -2.086954 -0.7874 0.8007 0.3172
O 0.924939 2.278580 0.485718 0.3735 -0.0690 -2.0810
H 2.274919 6.038565 -1.468350 0.0757 0.5279 0.0410
H 2.926770 4.989672 -2.672204 -0.3523 -0.1497 -0.2291
H 1.175194 5.472757 -2.709142 0.1712 -0.3722 0.1380
H 2.700262 3.754767 -0.622286 -0.2311 0.4715 0.2438
H 1.062430 4.464717 -0.312291 0.2864 -0.1973 -0.0450
H 0.306056 0.402788 -2.274990 0.8184 1.0561 0.4497
H 2.484436 0.741633 0.737425 -0.1957 -0.3083 0.1967
H 4.122038 -0.968384 1.404412 0.2393 0.0815 0.2030
H 4.901673 -2.661187 -0.238962 -0.0003 0.1732 -0.0907
H 4.056078 -2.553231 -2.584499 -0.3376 0.2767 0.3155
H 2.069145 -1.092334 -3.081624 0.0340 -0.2095 0.1931
```
Positions in Å, forces in eV/Å.

Computed properties:
Kohn-Sham gap: 6.15 eV
Relative energy (zero: lowest compared OMol25 entry of this formula, charge and spin): 32.91 kcal/mol
E_LUMO: 2.54 eV
2S+1: 1
Molar mass: 525.4 g/mol
Total charge: -1
DFT total energy: -54309.45832 eV

=====

> total charge of number 2 (C20H21F16N2O2)?

+1

=====

> 2S+1 of number 1 (C20H21CoN5OS3)?

5

=====

> Among the records above, which one has the lowest total charge?

C20H21F3IO3S